DFT (ωB97M-V/def2-TZVPD) results for a cluster of 2 separate species, CH3N2O5S in total in a non-equilibrium geometry.

The energy above the lowest of the compared OMol25 structures with the same formula, charge and spin is 35.9 kcal per mole. As for the net charge: -1. The value obtained for the largest force on an atom is 0.08079 hartree/bohr. The LUMO energy (spin up / spin down) is 3.673 / 3.736 eV. Its HOMO-LUMO gap (spin up / spin down) is 7.76 / 7.30 eV. The HOMO energy (spin up / spin down) is -4.090 / -3.559 eV.

Each line ends with the natural charge from an NBO analysis.
Positions of all 12 atoms, in Å:
C (-2.42780, 0.86112, -0.02223)  1.03
N (1.37274, 0.84460, 0.76677)  -0.63
N (1.84108, -0.38013, 0.67924)  -0.02
O (-2.21285, 1.84203, -0.66651)  -0.65
O (-3.18876, 0.25473, 0.63216)  -0.65
O (-0.01427, -2.26114, -0.95968)  -0.97
O (-0.96912, -0.04548, -0.12191)  -0.96
O (2.33573, -0.62832, -0.65489)  -0.65
S (-0.37489, -1.48749, 0.26470)  1.24
H (1.34511, 1.44389, -0.17313)  0.38
H (0.50429, 0.89815, 1.32955)  0.40
H (1.78873, -1.34197, -1.07408)  0.49



DFT (ωB97M-V/def2-TZVPD) results for a structure of composition C40H47MnN3O2P4Te.

The energy above the lowest of the compared OMol25 structures with the same formula, charge and spin is 0.0 kcal per mole. As for the net charge: +1. The value obtained for the largest force on an atom is 0.01091 hartree/bohr. The LUMO energy (spin up / spin down) is -2.030 / -3.695 eV. Its HOMO-LUMO gap (spin up / spin down) is 7.40 / 6.34 eV. The spin multiplicity is 5. The HOMO energy (spin up / spin down) is -9.432 / -10.032 eV.

Each line ends with the Löwdin spin population.
Positions of all 98 atoms, in Å:
Mn (0.25028, 0.96222, 2.01220)  2.95
C (2.06329, -2.14544, 2.35739)  0.01
P (0.52354, -1.29178, 2.81710)  -0.01
C (-0.72769, -2.60375, 2.89389)  0.00
C (0.83347, -0.95474, 4.60638)  0.00
C (2.06972, -0.06566, 4.77453)  0.00
P (1.93463, 1.39640, 3.66367)  0.00
C (3.63193, 1.86991, 3.24366)  0.00
C (1.38231, 2.73395, 4.76396)  0.00
H (2.34278, -2.86237, 3.13214)  0.00
H (2.87954, -1.43429, 2.21946)  0.00
H (1.93281, -2.67147, 1.41741)  0.00
H (-0.42479, -3.36303, 3.61691)  0.00
H (-0.85508, -3.06029, 1.91450)  0.00
H (-1.67710, -2.16759, 3.20595)  0.00
H (0.94812, -1.90361, 5.13779)  0.00
H (-0.05605, -0.46102, 5.00951)  0.00
H (2.97405, -0.61996, 4.51385)  0.00
H (2.18535, 0.26777, 5.80797)  0.00
H (4.23312, 1.96854, 4.14915)  0.00
H (3.60537, 2.82223, 2.71481)  0.00
H (4.08623, 1.12416, 2.59152)  0.00
H (2.05476, 2.83719, 5.61699)  0.00
H (0.37391, 2.52334, 5.12286)  0.00
H (1.36258, 3.66884, 4.20431)  0.00
Te (-2.10557, -0.36574, -2.84034)  0.15
C (-1.24734, -1.55163, -4.33392)  0.02
C (-2.04517, -2.40880, -5.07629)  0.01
C (-1.43857, -3.19967, -6.04170)  0.00
N (-0.13381, -3.19693, -6.28920)  0.01
C (0.61326, -2.35553, -5.58202)  0.00
C (0.11164, -1.50650, -4.60744)  0.01
C (-0.63123, -0.55113, -1.41489)  0.43
P (-0.37048, 0.90203, -0.37124)  0.05
C (0.64153, 1.97391, -1.42950)  0.02
C (1.98849, 2.10769, -1.10054)  0.01
C (2.85521, 2.79538, -1.93407)  0.00
C (2.37911, 3.36464, -3.10611)  0.00
C (1.03845, 3.24131, -3.44202)  0.00
C (0.17440, 2.54453, -2.61278)  0.01
C (-2.03377, 1.64909, -0.30025)  0.01
C (-2.25067, 3.00306, -0.54314)  0.00
C (-3.52493, 3.54063, -0.42109)  0.00
C (-4.58920, 2.73290, -0.04520)  0.00
C (-4.37411, 1.38800, 0.22692)  0.00
C (-3.10275, 0.85015, 0.10318)  0.01
P (-0.00424, -2.12096, -0.87038)  0.15
C (1.75914, -2.21093, -1.32641)  0.04
C (2.44177, -3.41543, -1.14077)  0.01
C (3.80564, -3.49601, -1.36236)  0.00
C (4.51741, -2.36594, -1.74881)  0.01
C (3.85126, -1.16224, -1.92018)  0.00
C (2.48069, -1.08742, -1.71490)  0.01
C (-0.80229, -3.44261, -1.82797)  0.01
C (-2.09953, -3.79057, -1.44935)  0.00
C (-2.77976, -4.80084, -2.10886)  0.00
C (-2.15543, -5.49742, -3.13476)  0.00
C (-0.85731, -5.17605, -3.50278)  0.00
C (-0.18596, -4.14823, -2.85836)  0.01
H (-3.10930, -2.49610, -4.90198)  0.00
H (-2.03780, -3.88281, -6.63201)  0.00
H (1.67459, -2.35455, -5.80275)  0.00
H (0.77275, -0.83447, -4.07998)  0.00
H (2.36366, 1.68512, -0.17581)  0.01
H (3.89589, 2.89706, -1.66048)  0.00
H (3.05289, 3.90551, -3.75617)  0.00
H (0.66315, 3.68147, -4.35579)  0.00
H (-0.86587, 2.44090, -2.89982)  0.00
H (-1.42420, 3.64575, -0.81576)  0.00
H (-3.68650, 4.59002, -0.62796)  0.00
H (-5.58471, 3.14919, 0.03139)  0.00
H (-5.19991, 0.75572, 0.52601)  0.00
H (-2.94358, -0.20094, 0.32634)  0.00
H (1.90398, -4.30454, -0.82796)  0.00
H (4.31488, -4.44102, -1.23185)  0.00
H (5.58314, -2.42995, -1.92066)  0.00
H (4.39382, -0.27924, -2.23020)  0.00
H (1.97355, -0.14221, -1.87728)  0.00
H (-2.58271, -3.26112, -0.63513)  0.00
H (-3.78861, -5.05441, -1.81334)  0.00
H (-2.68008, -6.29484, -3.64386)  0.00
H (-0.36688, -5.71351, -4.30288)  0.00
H (0.81497, -3.88870, -3.17394)  0.00
C (-3.21767, 3.23149, 3.31667)  0.00
C (-1.91694, 2.64122, 2.86637)  0.02
N (-1.57804, 1.39390, 2.95333)  0.01
O (-2.43704, 0.45211, 3.49879)  0.00
C (-0.91891, 3.53236, 2.29438)  -0.02
C (-1.05798, 5.01465, 2.24209)  0.00
N (0.14851, 2.90311, 1.85502)  -0.02
O (1.16244, 3.51056, 1.39080)  0.04
H (-4.00725, 2.51096, 3.52511)  0.00
H (-3.59268, 3.89164, 2.53603)  0.00
H (-3.06381, 3.83528, 4.21235)  0.00
H (-3.25985, 0.89581, 3.75192)  0.00
H (-1.43136, 5.42909, 3.17919)  0.00
H (-1.73943, 5.32947, 1.44714)  0.00
H (-0.08005, 5.44372, 2.03232)  0.00



DFT (ωB97M-V/def2-TZVPD) results for a cluster of 12 separate species, C27H61N7O24 in total in a non-equilibrium geometry.

The energy above the lowest of the compared OMol25 structures with the same formula, charge and spin is 53.9 kcal per mole. As for the net charge: 0. The value obtained for the largest force on an atom is 0.08814 hartree/bohr. The LUMO energy is -0.188 eV. Its HOMO-LUMO gap is 9.90 eV. The HOMO energy is -10.088 eV.

Each line ends with the Löwdin charge.
Positions of all 119 atoms, in Å:
C (5.74762, 0.51814, 1.07828)  0.06
N (6.55952, -0.67448, 0.61790)  -0.40
O (6.13811, -1.47860, -0.21068)  0.05
O (7.64249, -0.80033, 1.22943)  0.04
H (6.39621, 1.33464, 1.39572)  0.10
H (4.99968, 0.16835, 1.78985)  0.06
H (5.18786, 0.75044, 0.17230)  0.08
C (-0.66178, -3.15944, -0.75653)  0.07
N (-0.65521, -3.61577, -2.19861)  -0.43
O (0.07131, -4.54246, -2.54688)  0.04
O (-1.44737, -3.12863, -2.94851)  0.07
H (-1.35611, -3.84564, -0.27162)  0.11
H (-1.09057, -2.15846, -0.80423)  0.06
H (0.33019, -3.23246, -0.31070)  0.09
C (3.10179, 3.31966, -1.04964)  0.03
N (3.50361, 4.72309, -1.40664)  -0.40
O (4.34109, 5.31091, -0.71770)  0.05
O (2.99083, 5.17904, -2.45126)  0.03
H (4.00963, 2.71842, -1.09894)  0.09
H (2.42540, 2.96101, -1.82552)  0.09
H (2.65741, 3.25782, -0.05626)  0.09
C (4.03236, -4.09592, -2.53274)  0.05
N (3.81889, -3.90088, -1.10514)  -0.49
O (4.06780, -4.75429, -0.34106)  0.11
O (3.32976, -2.85655, -0.72172)  0.03
H (3.04858, -4.49690, -2.77669)  0.10
H (4.88321, -4.76897, -2.63830)  0.11
H (4.26923, -3.14681, -3.01356)  0.10
C (3.75757, 0.89001, 4.16739)  0.04
N (3.58065, 0.39935, 5.57317)  -0.42
O (2.88817, -0.57359, 5.74739)  0.07
O (4.22724, 1.04230, 6.41440)  0.06
H (3.02795, 1.66620, 3.93649)  0.11
H (3.65419, -0.02870, 3.59001)  0.06
H (4.74027, 1.25737, 3.87162)  0.09
C (-4.58348, 0.77932, -2.93681)  0.03
N (-4.12311, -0.59911, -2.53030)  -0.41
O (-3.21210, -0.64385, -1.72218)  0.02
O (-4.57379, -1.58416, -3.09864)  0.08
H (-3.79593, 1.49365, -3.17676)  0.08
H (-5.11930, 1.29294, -2.13857)  0.10
H (-5.17959, 0.62988, -3.83706)  0.10
C (-0.52201, -0.91927, -5.42825)  0.05
N (-1.99014, -0.84086, -5.52879)  -0.42
O (-2.57254, -1.61213, -6.22039)  0.11
O (-2.57241, -0.01542, -4.81782)  0.02
H (-0.24283, -1.91303, -5.07813)  0.10
H (-0.19001, -0.16477, -4.71507)  0.08
H (-0.06726, -0.75282, -6.40477)  0.10
O (0.15706, 4.91579, -1.49927)  0.07
C (-0.68254, 5.75986, -1.79175)  -0.56
O (-1.22957, 5.93762, -3.00014)  -0.01
C (-0.83598, 5.11382, -4.06577)  -0.20
C (-1.59495, 3.75936, -4.01282)  -0.04
C (-1.25627, 6.63787, -0.79180)  0.03
H (0.24677, 4.99709, -4.11177)  0.12
H (-1.03458, 5.60170, -5.02004)  0.12
H (-1.20546, 3.04433, -4.73747)  0.08
H (-2.61157, 3.93356, -4.36529)  0.06
H (-1.57387, 3.41472, -2.97896)  0.05
H (-0.87378, 6.26569, 0.15860)  0.10
H (-2.32003, 6.78915, -0.97519)  0.10
H (-0.73933, 7.58150, -0.96625)  0.10
O (3.24155, -5.30349, 3.81047)  0.09
C (3.13476, -4.97140, 4.98827)  -0.55
O (3.51032, -5.64342, 6.06949)  0.01
C (3.94455, -7.00396, 6.05008)  -0.22
C (5.24935, -7.30700, 5.31809)  -0.07
C (2.53838, -3.70009, 5.31914)  0.00
H (3.15109, -7.62959, 5.64132)  0.12
H (4.11425, -7.41026, 7.04718)  0.12
H (5.65467, -8.31280, 5.42847)  0.08
H (5.94849, -6.57767, 5.72720)  0.08
H (5.14603, -7.01753, 4.27232)  0.07
H (1.55669, -3.77118, 5.78747)  0.10
H (2.44514, -3.01341, 4.47779)  0.07
H (3.18091, -3.24734, 6.07431)  0.09
O (-5.98723, -1.54556, 4.12918)  0.07
C (-5.58567, -2.46139, 3.39218)  -0.53
O (-4.54955, -2.38765, 2.62292)  0.01
C (-3.67031, -1.38517, 2.72966)  -0.25
C (-2.47166, -1.49022, 1.73320)  -0.03
C (-6.40739, -3.74252, 3.21762)  0.03
H (-3.28001, -1.30740, 3.74441)  0.13
H (-4.30018, -0.53961, 2.45327)  0.13
H (-2.83788, -1.48957, 0.70656)  0.05
H (-1.94582, -2.42941, 1.90499)  0.08
H (-1.79598, -0.63606, 1.77743)  0.06
H (-7.09968, -3.59133, 2.38938)  0.09
H (-6.96892, -3.90171, 4.13819)  0.08
H (-5.68689, -4.55340, 3.11060)  0.08
O (-5.30037, 3.99565, -0.25940)  0.13
C (-4.34959, 3.77906, -0.93548)  -0.55
O (-4.10513, 4.18319, -2.20732)  -0.07
C (-5.11472, 4.72269, -3.02979)  -0.21
C (-4.88108, 6.24357, -3.18035)  -0.04
C (-3.16110, 3.07732, -0.35473)  0.03
H (-6.07599, 4.41741, -2.61642)  0.12
H (-4.99178, 4.28698, -4.02132)  0.11
H (-5.43264, 6.52063, -4.07874)  0.07
H (-3.81777, 6.43778, -3.32095)  0.06
H (-5.28398, 6.89066, -2.40123)  0.08
H (-2.35373, 3.67280, -0.78094)  0.08
H (-3.01464, 2.07329, -0.75296)  0.06
H (-3.20444, 2.93606, 0.72521)  0.10
O (2.40720, 0.67097, 0.49886)  0.09
C (1.59582, -0.12627, 0.88923)  -0.50
O (0.30400, -0.15804, 0.55639)  -0.02
C (-0.28055, 0.84625, -0.23824)  -0.20
C (-0.02369, 0.62411, -1.74488)  -0.04
C (2.04596, -1.30171, 1.75313)  0.02
H (0.00505, 1.83630, 0.11720)  0.13
H (-1.36953, 0.86042, -0.19322)  0.09
H (0.99368, 0.64369, -2.13562)  0.08
H (-0.66885, 1.23810, -2.37329)  0.06
H (-0.46895, -0.32670, -2.03779)  0.05
H (3.12823, -1.42189, 1.80145)  0.08
H (1.56389, -2.23801, 1.47197)  0.08
H (1.70668, -1.15450, 2.77847)  0.08



Total energy values, unit a.u., following the record order: -923.75924; -4651.32185; -3253.72012.